Entry from the Open Molecules 2025 dataset: C11H16N4O2S as an isolated structure at a distorted geometry (ωB97M-V/def2-TZVPD).

The value obtained for the LUMO energy is 0.010 Ha. The calculation puts the energy above the lowest of the compared OMol25 structures with the same formula, charge and spin at 1281.9 kJ/mol. The multiplicity is 1. The value obtained for the total energy is -32545.743 eV. For the frontier orbital gap, the calculation gives 8.0 eV. As for the charge: 0.

```
34
Properties=species:S:1:pos:R:3:forces:R:3
C 2.851710 -2.131938 -1.673075 1.41 1.77 -3.26
H 2.364691 -3.024673 -1.524497 -1.06 -1.92 1.43
O 3.321846 -1.456379 -0.561853 -5.13 -7.90 1.02
C 3.980374 -0.403563 -0.717953 0.53 5.39 -6.58
C 4.309041 -0.007988 0.537312 -0.57 5.17 8.89
H 4.767355 -0.689116 1.292449 -0.34 -0.21 -1.21
H 4.843144 0.912077 0.742326 1.11 0.18 -1.25
C 3.004640 0.563962 1.357598 -0.28 -2.95 4.09
N 2.244576 1.630066 0.729108 10.69 1.02 2.94
C 1.069020 1.573209 0.351456 -3.36 2.22 -2.15
N 0.152202 0.788243 0.662569 -2.45 -10.21 4.65
N -1.231134 0.717034 0.213577 2.24 -0.08 -0.41
C -1.933611 -0.555553 0.570822 -2.72 11.93 -6.26
O -1.557435 -1.267016 1.343393 2.91 -6.89 5.30
C -3.371396 -0.148002 0.124356 1.29 -9.28 6.61
N -3.672058 0.965328 -0.284233 4.91 4.04 -2.60
C -4.805523 1.095846 -0.720472 -7.26 8.35 -2.94
C -5.944639 0.353789 -0.428210 -1.47 9.28 -6.53
C -5.550449 -0.666305 0.107219 -5.91 -12.36 8.55
C -4.386182 -1.004573 0.683138 3.41 1.85 -3.80
H -4.145745 -1.947553 1.025083 0.27 -1.62 1.16
H -6.577378 -1.360866 0.559951 2.95 1.32 -1.38
H -6.908695 0.772513 -0.785249 0.67 -1.04 0.51
H -5.040549 2.223515 -1.160049 0.57 -2.71 0.71
H -1.442133 1.600720 -0.458419 0.70 -2.76 1.81
H 0.554297 -0.198714 1.181336 -2.26 3.34 -1.79
S 0.495990 2.726649 -0.534864 -1.70 6.36 -4.63
H 2.872914 2.580294 0.530068 -2.81 -3.39 0.31
H 2.322828 -0.384185 1.669051 1.16 2.20 -1.22
H 3.341583 0.826455 2.563131 -0.60 -0.21 -3.51
H 4.856355 -0.477156 -1.307282 1.42 -0.58 -1.17
H 3.317457 0.352393 -1.384723 1.31 -0.55 1.55
H 3.718065 -2.387636 -2.314156 -0.10 0.02 0.09
H 2.178829 -1.570893 -2.388907 0.49 0.26 1.09
```
Positions in Å, forces in eV/Å.

Here are the natural (NBO) charges for atoms 1 to 2, given in e:
1. C -0.248
2. H 0.197